Entry 1:
2 unconnected molecules or ions with the total composition C30H58N5O. Source: the OMol25 dataset; level of theory: ωB97M-V/def2-TZVPD.

Values from the calculation:
Kohn-Sham gap, hartree: 0.284
Lowest unoccupied orbital energy, eV: -3.80

```
! RIJCOSX wB97M-V def2-TZVPD def2/J DEFGRID3
* xyz 1 1
C 2.992 3.820 4.246
C 1.897 3.066 3.726
N 1.081 2.286 2.674
N 1.088 0.892 2.708
C 0.370 2.967 1.699
N 0.285 4.493 1.489
C 0.511 4.585 -0.035
C 2.032 4.367 -0.608
C 2.407 2.825 -1.020
C 3.979 2.617 -1.504
C 5.089 3.107 -0.401
C 4.966 2.401 1.073
C 5.467 0.825 1.113
C 4.934 0.073 2.473
C 4.075 -1.299 2.213
C 3.013 -1.231 0.967
C 3.614 -2.154 -0.255
C 2.505 -3.178 -0.922
C 2.084 -2.790 -2.469
C 3.355 -2.667 -3.505
C -0.687 3.537 -0.509
N -0.466 2.471 0.541
C -1.595 1.509 0.834
C -2.163 1.545 2.371
C -3.668 0.816 2.355
C -3.798 -0.383 1.244
C -4.932 -1.543 1.647
C -6.480 -1.035 1.462
C -6.856 -0.497 -0.044
O -8.057 -1.115 -0.636
C -8.458 -0.163 -1.723
H 3.951 4.413 4.638
H 2.059 0.655 3.075
H 1.004 0.560 1.701
H -0.626 4.915 1.813
H 0.247 5.682 -0.414
H 2.200 5.045 -1.564
H 2.769 4.771 0.237
H 2.234 2.032 -0.157
H 1.686 2.488 -1.903
H 4.151 1.444 -1.647
H 4.142 3.083 -2.584
H 6.178 2.850 -0.812
H 5.089 4.290 -0.255
H 5.719 2.989 1.787
H 3.873 2.537 1.473
H 6.656 0.820 1.173
H 5.190 0.289 0.111
H 4.288 0.802 3.159
H 5.870 -0.228 3.127
H 4.825 -2.200 2.156
H 3.423 -1.477 3.197
H 2.905 -0.130 0.533
H 1.937 -1.651 1.220
H 4.520 -2.841 0.094
H 4.072 -1.451 -1.098
H 1.522 -3.249 -0.266
H 2.971 -4.256 -0.955
H 1.390 -3.671 -2.863
H 1.437 -1.811 -2.476
H 3.243 -3.437 -4.402
H 3.267 -1.588 -4.003
H 4.405 -2.864 -3.021
H -1.801 3.951 -0.534
H -0.437 2.953 -1.515
H -1.187 0.425 0.624
H -2.488 1.815 0.105
H -1.518 0.910 3.137
H -2.252 2.640 2.801
H -3.836 0.420 3.445
H -4.427 1.715 2.170
H -4.139 0.082 0.222
H -2.786 -1.000 1.101
H -4.707 -2.033 2.701
H -4.759 -2.414 0.852
H -6.723 -0.219 2.269
H -7.168 -1.981 1.694
H -5.966 -0.716 -0.803
H -6.994 0.682 0.051
H -7.570 0.074 -2.462
H -9.354 -0.636 -2.333
H -8.823 0.875 -1.279
C -2.713 -5.953 -2.347
C -2.937 -4.893 -3.421
C -1.778 -3.901 -3.529
C -1.603 -3.170 -2.208
N -1.457 -2.563 -1.112
H -2.636 -5.509 -1.350
H -3.552 -6.656 -2.326
H -1.797 -6.522 -2.543
H -3.867 -4.355 -3.199
H -3.075 -5.390 -4.388
H -1.980 -3.171 -4.320
H -0.847 -4.423 -3.779
*
```

---

Entry 2:
A molecular structure, C53H40BrNNiOP2S. Source: the OMol25 dataset; level of theory: ωB97M-V/def2-TZVPD.

Values from the calculation:
Kohn-Sham gap (spin up / spin down), hartree: 0.281 / 0.235
Energy above the lowest of the compared OMol25 structures with the same formula, charge and spin, eV: 1.478
Lowest unoccupied orbital energy (spin up / spin down), eV: -5.20 / -6.50

```
! RIJCOSX wB97M-V def2-TZVPD def2/J DEFGRID3
* xyz 2 3
Ni 10.815 12.635 11.497
O 12.309 13.931 8.489
S 12.267 13.128 9.811
C 13.193 11.665 9.444
C 14.463 11.922 8.923
C 15.312 10.926 8.437
C 14.859 9.636 8.431
C 15.578 8.349 8.177
C 14.488 7.267 8.092
C 13.228 8.020 8.570
C 11.945 7.556 8.889
C 11.032 8.557 9.269
C 11.334 9.921 9.593
P 10.025 10.837 10.420
C 9.422 9.886 11.806
C 8.157 10.215 12.366
C 7.606 9.467 13.410
C 8.349 8.388 13.912
C 9.639 8.196 13.419
C 10.204 8.884 12.331
C 8.709 11.006 9.211
C 8.698 11.995 8.198
C 7.625 12.071 7.328
C 6.628 11.116 7.319
C 6.672 10.095 8.271
C 7.696 10.032 9.210
C 12.635 10.373 9.296
C 13.505 9.389 8.706
C 13.276 14.159 10.923
C 14.557 13.884 11.338
C 15.344 14.761 12.122
C 14.888 16.040 12.348
C 15.494 17.222 13.016
C 14.367 18.291 12.900
C 13.238 17.659 12.172
C 11.951 18.077 11.837
C 11.038 17.156 11.283
C 11.349 15.805 11.067
P 9.954 14.685 11.016
C 9.020 15.249 9.558
C 7.669 15.728 9.558
C 7.119 16.230 8.433
C 7.781 16.293 7.209
C 9.076 15.850 7.196
C 9.722 15.417 8.383
C 8.957 15.181 12.475
C 9.404 15.944 13.515
C 8.485 16.427 14.469
C 7.140 16.108 14.332
C 6.716 15.113 13.410
C 7.629 14.609 12.495
C 12.683 15.421 11.277
C 13.551 16.338 11.918
H 14.686 13.000 8.783
H 16.340 11.211 8.167
H 16.289 8.087 9.062
H 16.207 8.347 7.265
H 14.723 6.382 8.749
H 14.394 6.852 7.059
H 11.660 6.515 8.836
H 9.996 8.273 9.448
H 7.591 11.025 11.861
H 6.623 9.672 13.766
H 7.954 7.724 14.674
H 10.340 7.616 14.013
H 11.204 8.671 11.923
H 9.572 12.608 8.149
H 7.521 12.986 6.716
H 5.874 11.140 6.536
H 5.855 9.358 8.314
H 7.665 9.293 9.996
H 14.935 12.855 11.239
H 16.303 14.419 12.484
H 16.444 17.532 12.566
H 15.705 16.939 14.086
H 14.723 19.221 12.450
H 13.970 18.473 13.892
H 11.619 19.108 12.095
H 10.036 17.521 10.957
H 7.073 15.688 10.474
H 6.127 16.641 8.444
H 7.227 16.607 6.357
H 9.595 15.883 6.229
H 10.827 15.322 8.437
H 10.457 16.196 13.571
H 8.831 17.062 15.298
H 6.430 16.711 14.892
H 5.679 14.710 13.438
H 7.375 13.812 11.831
Br 13.547 11.006 12.767
C 12.422 12.026 13.915
C 12.863 12.044 15.254
C 12.072 12.593 16.279
C 10.783 13.080 15.891
C 10.415 13.040 14.543
N 11.233 12.505 13.560
H 13.751 11.472 15.508
H 12.394 12.489 17.315
H 10.173 13.698 16.573
H 9.467 13.339 14.146
*
```

---

Entry 3:
A molecular structure, C43H42CdN4OPSSi. Source: the OMol25 dataset; level of theory: ωB97M-V/def2-TZVPD.

Values from the calculation:
Kohn-Sham gap, hartree: 0.265
Energy above the lowest of the compared OMol25 structures with the same formula, charge and spin, eV: 0.044
Lowest unoccupied orbital energy, eV: 2.46

```
! RIJCOSX wB97M-V def2-TZVPD def2/J DEFGRID3
* xyz -1 1
Cd -1.073 -0.318 0.019
O -2.853 0.507 3.415
N -1.712 1.256 3.543
C -1.043 0.994 4.587
C 0.178 1.776 4.829
C 0.469 2.113 6.153
C 1.515 2.961 6.461
C 2.286 3.489 5.434
C 2.029 3.122 4.124
C 0.996 2.244 3.790
P 0.869 1.616 2.041
C 0.404 3.116 1.122
C 0.615 3.116 -0.258
C 0.151 4.158 -1.043
C -0.545 5.209 -0.460
C -0.775 5.207 0.906
C -0.304 4.166 1.696
C 2.676 1.498 1.706
C 3.277 0.294 2.067
C 4.641 0.101 1.900
C 5.425 1.111 1.363
C 4.837 2.313 0.992
C 3.473 2.503 1.161
H -3.212 0.845 2.570
H -1.395 0.274 5.325
H -0.162 1.720 6.942
H 1.720 3.222 7.492
H 3.099 4.170 5.653
H 2.665 3.510 3.340
H 1.136 2.283 -0.720
H 0.311 4.135 -2.114
H -0.936 6.009 -1.075
H -1.351 6.003 1.360
H -0.511 4.161 2.759
H 2.670 -0.506 2.476
H 5.084 -0.848 2.177
H 6.488 0.960 1.222
H 5.440 3.104 0.563
H 3.023 3.442 0.858
C -0.706 -2.694 3.074
C 0.459 -2.645 2.132
C 1.579 -3.439 2.299
C 2.608 -3.325 1.355
C 2.512 -2.440 0.315
C 1.350 -1.624 0.196
N 0.357 -1.779 1.121
N 1.112 -0.693 -0.724
Si 1.909 -0.439 -2.224
C 3.635 0.279 -2.004
C 2.086 -2.027 -3.223
C 0.867 0.774 -3.215
H -0.642 -3.552 3.742
H -1.641 -2.744 2.515
H -0.741 -1.782 3.673
H 1.638 -4.138 3.121
H 3.497 -3.939 1.453
H 3.316 -2.327 -0.400
H 4.328 -0.451 -1.578
H 3.618 1.140 -1.332
H 4.041 0.605 -2.967
H 2.446 -2.860 -2.614
H 2.793 -1.883 -4.045
H 1.126 -2.323 -3.653
H 1.467 1.591 -3.624
H 0.075 1.210 -2.602
H 0.373 0.270 -4.049
C -5.089 -1.298 -6.020
C -5.505 -0.280 -5.173
C -4.812 -0.022 -4.000
C -3.700 -0.783 -3.634
C -3.280 -1.790 -4.506
C -3.968 -2.046 -5.682
C -2.989 -0.452 -2.375
C -2.335 -1.268 -1.537
C -2.326 -2.733 -1.698
C -1.122 -3.444 -1.756
C -1.107 -4.824 -1.884
C -2.297 -5.540 -1.925
C -3.501 -4.852 -1.833
C -3.516 -3.471 -1.721
H -5.625 -1.500 -6.939
H -6.371 0.320 -5.429
H -5.132 0.780 -3.344
H -2.403 -2.373 -4.259
H -3.623 -2.833 -6.342
H -3.044 0.607 -2.127
H -0.190 -2.894 -1.701
H -0.157 -5.344 -1.940
H -2.286 -6.619 -2.014
H -4.438 -5.397 -1.852
H -4.458 -2.939 -1.657
S -4.054 3.568 -0.356
C -3.179 2.280 0.113
N -2.561 1.349 0.471
*
```

---

Number 1: maximum force 10.302 eV/Å, calculated total energy -41523.7293 eV. Number 2: maximum force 3.666 eV/Å, calculated total energy -199631.7386 eV. Number 3: maximum force 0.485 eV/Å, calculated total energy -85850.0315 eV.